Molecular formula: C50H46BrIIrN13P2Si
Method: DFT, ωB97M-V/def2-TZVPD

Output
Orbital gap (alpha / beta): 8.0 / 6.0 eV
Energy relative to the best compared isomer or geometry (same formula, charge and spin): 12.8 kcal per mole
Multiplicity: 2
Expectation value of S²: 0.761
Total charge: +1
HOMO level (alpha / beta): -0.378 / -0.382 Eh

Element x y z (Å)
Ir -1.789 0.128 -0.387
C -5.059 -0.466 -1.585
Si -3.741 -1.122 -0.437
C -4.410 -1.155 1.314
C -5.706 -1.568 1.626
C -6.171 -1.524 2.931
C -5.348 -1.055 3.946
C -4.059 -0.636 3.657
C -3.592 -0.690 2.347
P -1.900 -0.189 1.896
C -1.469 1.109 3.074
C -1.711 2.428 2.705
C -1.597 3.444 3.644
C -1.214 3.152 4.944
C -0.957 1.838 5.314
C -1.095 0.817 4.388
C -0.881 -1.642 2.347
C 0.471 -1.508 2.667
C 1.246 -2.633 2.920
C 0.683 -3.900 2.851
C -0.657 -4.041 2.520
C -1.434 -2.920 2.263
C -3.255 -2.821 -1.071
C -4.231 -3.819 -1.089
C -3.982 -5.064 -1.643
C -2.745 -5.317 -2.212
C -1.762 -4.340 -2.199
C -1.994 -3.088 -1.619
P -0.619 -1.816 -1.484
C 0.766 -2.968 -1.790
C 1.498 -2.918 -2.975
C 2.617 -3.721 -3.126
C 3.032 -4.547 -2.085
C 2.309 -4.588 -0.902
C 1.162 -3.813 -0.760
C 1.070 -0.441 -1.473
C 1.823 1.450 -2.222
C 2.499 2.607 -1.585
C 2.927 2.470 -0.337
C 2.743 1.159 0.338
C 1.681 -0.585 -0.087
H -5.899 -1.166 -1.613
H -4.690 -0.365 -2.608
H -5.438 0.500 -1.247
H -6.371 -1.909 0.841
H -7.182 -1.838 3.156
H -5.715 -1.002 4.962
H -3.433 -0.247 4.449
H -2.018 2.661 1.694
H -1.803 4.465 3.352
H -1.123 3.946 5.673
H -0.667 1.605 6.331
H -0.931 -0.208 4.696
H 0.915 -0.522 2.711
H 2.288 -2.518 3.190
H 1.285 -4.775 3.064
H -1.106 -5.025 2.466
H -2.481 -3.044 2.016
H -5.208 -3.621 -0.659
H -4.749 -5.828 -1.636
H -2.538 -6.277 -2.667
H -0.809 -4.571 -2.654
H 1.186 -2.261 -3.781
H 3.166 -3.709 -4.059
H 3.910 -5.168 -2.204
H 2.621 -5.238 -0.095
H 0.574 -3.873 0.149
H 1.543 1.613 -3.259
H 2.615 3.533 -2.133
H 3.414 3.266 0.205
H 3.366 1.043 1.223
H 1.688 -1.530 0.455
N -2.579 2.205 -3.070
C -1.964 1.033 -3.358
N -1.346 0.620 -4.487
N -0.810 -0.556 -4.205
N -1.121 -0.853 -2.979
N -1.836 0.118 -2.430
C -3.169 2.449 -1.824
N -4.029 3.423 -1.646
N -4.360 3.362 -0.341
N -3.744 2.397 0.241
N -2.947 1.795 -0.666
H -2.803 2.854 -3.807
C 5.641 0.195 -2.222
C 5.565 -0.264 -0.768
C 5.999 0.851 0.182
C 4.224 -0.890 -0.392
N 3.018 -0.050 -0.579
C 2.446 0.074 -1.998
N 0.577 0.942 -1.452
N 0.364 1.330 -0.167
N 1.359 0.641 0.650
H 6.656 0.515 -2.454
H 4.986 1.050 -2.406
H 5.380 -0.605 -2.917
H 6.270 -1.094 -0.644
H 5.408 1.757 0.034
H 7.038 1.116 -0.009
H 5.923 0.548 1.228
H 4.225 -1.176 0.664
H 4.039 -1.794 -0.981
H 3.081 -0.400 -2.736
Br 1.260 4.246 2.014
C 1.868 5.418 0.661
C 3.055 6.106 0.881
C 3.529 6.994 -0.070
C 2.812 7.202 -1.239
C 1.627 6.517 -1.457
C 1.146 5.615 -0.513
I -0.622 4.597 -0.951
H 3.594 5.950 1.806
H 4.450 7.531 0.110
H 3.167 7.904 -1.981
H 1.063 6.684 -2.364

Force components x, y, z for each atom (eV/Å):
-0.0764 -0.6545 -0.1915
-0.0359 0.0282 0.0348
0.1180 0.1431 0.0716
0.0005 -0.0316 -0.0308
-0.0033 -0.0015 0.0222
-0.0008 -0.0006 -0.0194
0.0144 0.0006 0.0042
-0.0070 -0.0018 0.0133
0.0091 0.0097 0.0130
0.0291 -0.1269 -0.1620
-0.0637 0.0450 0.0173
0.0390 0.0272 -0.0287
0.0493 -0.0021 0.0011
-0.0098 0.0146 -0.0016
0.0083 -0.0276 0.0120
0.0122 -0.0160 -0.0439
0.0087 -0.0059 -0.0470
-0.0546 -0.0075 0.1735
-0.0659 0.0243 0.0320
-0.0060 -0.0217 0.0113
0.0044 -0.0221 0.0011
-0.0249 0.0139 0.0627
-0.0166 -0.0067 0.0910
-0.0056 0.0070 -0.0235
-0.0096 0.0059 0.0204
0.0301 0.0060 -0.0205
0.0141 0.0147 -0.0508
0.0779 -0.0073 -0.0013
-0.1387 0.0742 -0.0586
-0.0065 -0.0345 0.2205
-0.0197 -0.0221 -0.0384
-0.0122 -0.0091 -0.0037
0.0137 -0.0131 0.0147
-0.0009 -0.0062 -0.0091
-0.0346 -0.0395 -0.0330
-0.1021 0.1226 -0.1660
0.0078 0.0088 -0.0028
0.0090 -0.0155 -0.0142
-0.0002 -0.0335 0.0172
0.0016 0.0169 -0.0041
0.0356 0.0211 -0.1296
-0.0095 0.0045 -0.0171
-0.0001 -0.0103 -0.0011
0.0067 0.0112 -0.0027
-0.0071 0.0005 -0.0026
-0.0037 -0.0007 0.0042
-0.0010 -0.0011 0.0019
-0.0001 -0.0054 0.0076
0.0522 0.0113 0.0827
-0.0038 0.0072 -0.0042
0.0029 0.0031 0.0005
0.0073 0.0016 -0.0027
0.0552 -0.0377 -0.0147
-0.0593 -0.0279 0.0787
0.0205 0.0010 0.0107
0.0020 -0.0083 0.0054
0.0063 0.0017 -0.0001
-0.0120 0.0000 -0.0078
-0.0038 -0.0102 -0.0038
-0.0012 -0.0046 -0.0037
-0.0037 0.0000 0.0003
0.0276 0.0026 0.0070
0.0207 -0.0044 0.0112
-0.0021 0.0017 -0.0012
0.0013 -0.0018 -0.0006
0.0010 -0.0009 0.0069
0.0206 -0.0209 -0.0059
0.0063 -0.0034 -0.0014
0.0033 0.0020 0.0129
0.0085 0.0069 0.0007
0.0049 0.0050 0.0070
0.0314 0.0598 -0.0418
-0.0474 0.0306 -0.0087
0.0866 0.0077 -0.1372
-0.0345 0.0520 0.0811
0.0040 -0.0328 0.0022
0.0571 -0.0441 -0.1392
-0.1160 0.0868 0.1714
-0.0293 -0.0236 0.0666
0.0601 0.0587 -0.0474
-0.0261 -0.0722 0.0273
-0.0908 0.0996 -0.0974
0.1560 -0.0203 0.0154
-0.0173 -0.0069 0.0016
0.0095 -0.0058 0.0039
-0.0122 0.0099 0.0060
-0.0017 -0.0228 -0.0014
0.0443 -0.0136 -0.0257
0.0452 -0.0312 0.0418
-0.0492 -0.0489 0.0469
-0.0802 -0.0514 0.1039
0.1445 0.3520 0.1239
-0.0151 0.0598 -0.1169
0.0026 -0.0038 -0.0019
0.0091 0.0007 0.0011
-0.0040 0.0019 -0.0046
0.0010 0.0045 -0.0006
-0.0005 0.0109 0.0014
0.0014 0.0041 -0.0030
-0.0058 0.0042 0.0064
-0.0090 -0.0039 -0.0002
-0.0020 0.0065 0.0107
0.0060 0.0047 -0.0024
0.0103 -0.0133 -0.0062
-0.0645 0.0718 0.0223
-0.0099 0.0098 -0.0080
0.0067 -0.0105 0.0075
-0.0102 -0.0004 -0.0133
0.0353 -0.0014 -0.0107
0.0008 -0.0628 -0.0337
-0.0138 0.1293 0.0372
-0.0029 -0.0006 0.0036
0.0046 0.0028 0.0027
-0.0002 0.0028 -0.0040
-0.0018 0.0003 -0.0022